Record 1
# C35H44N4P

An isolated ion of composition C35H44N4P and charge +1 (ωB97M-V/def2-TZVPD, the Open Molecules 2025 dataset).

## Properties
Kohn-Sham gap   0.3028 hartree
Energy relative to the best compared isomer or geometry (same formula, charge and spin)   327.97 kJ/mol
Electronic energy   -1920.18098 Ha

The geometry in ORCA input format:
```
! wB97M-V def2-TZVPD RIJCOSX def2/J DEFGRID3
* xyz 1 1
C 1.99515 3.01680 -5.48255
N 1.70624 3.53441 -4.15253
C 2.46014 4.71724 -3.76269
C 1.05275 2.74899 -3.22945
C 0.69222 3.22211 -1.93305
C 0.14686 2.36515 -0.99180
C -0.21928 1.04721 -1.32676
P -0.76135 -0.05875 0.02728
C -0.38255 -1.70788 -0.75294
C 0.95602 -2.13562 -0.94333
C 1.26487 -3.34818 -1.54604
C 0.24289 -4.14289 -2.13766
N 0.59433 -5.24262 -2.87258
C -0.34742 -6.26545 -3.30660
C 1.99638 -5.55062 -3.09471
C -1.09762 -3.70485 -1.97772
C -1.37889 -2.52006 -1.31837
C 0.59659 0.09726 1.19255
C 0.40634 -0.19808 2.54345
C 1.46131 -0.23812 3.43417
C 2.78866 0.00114 2.98519
N 3.87750 -0.16059 3.79449
C 5.21461 -0.10712 3.23118
C 3.79997 -0.21863 5.24666
C 2.97925 0.36770 1.62460
C 1.90458 0.37947 0.74752
C -0.01052 0.62176 -2.65324
C 0.66218 1.42501 -3.56616
H 1.14302 2.44294 -5.85794
H 2.18450 3.83924 -6.18113
H 2.88148 2.36281 -5.47392
H 2.18198 5.05086 -2.76080
H 3.53952 4.50657 -3.77856
H 2.27504 5.53200 -4.47336
H 0.82893 4.26612 -1.66282
H 0.00915 2.71059 0.03318
H 1.79522 -1.51727 -0.63391
H 2.31030 -3.66620 -1.58292
H -1.37878 -5.88673 -3.35424
H -0.05195 -6.61635 -4.30758
H -0.32577 -7.15031 -2.64069
H 2.55098 -4.62683 -3.30157
H 2.44856 -6.03868 -2.21335
H 2.09503 -6.22151 -3.95667
H -1.92408 -4.27159 -2.40503
H -2.41302 -2.18536 -1.26248
H -0.58875 -0.42733 2.90260
H 1.25812 -0.50523 4.47162
H 5.23528 -0.63263 2.26492
H 5.54361 0.93472 3.06329
H 5.91252 -0.59563 3.92161
H 2.79379 -0.48633 5.59280
H 4.51351 -0.97281 5.60545
H 4.08186 0.74651 5.70453
H 3.97449 0.61325 1.24742
H 2.11648 0.57960 -0.30267
H -0.33586 -0.36338 -2.98752
H 0.88184 1.01394 -4.55780
C -3.79112 5.15451 0.37692
N -3.44485 4.03994 1.25478
C -3.90375 4.07924 2.63149
C -2.98730 2.87866 0.76165
C -2.70294 1.76999 1.51689
C -2.32689 0.39481 0.88249
C -2.80404 -0.76413 1.82481
C -3.33111 -1.90465 1.23057
C -3.75189 -2.99218 2.00390
C -3.66579 -2.94230 3.39912
C -3.20355 -1.78151 4.01230
C -2.76365 -0.70115 3.23264
H -4.21770 5.96588 0.97038
H -2.90598 5.54389 -0.15180
H -4.52598 4.88462 -0.40090
H -4.25954 5.09036 2.87526
H -4.72314 3.35814 2.80706
H -3.07950 3.80731 3.30858
H -2.92146 2.79670 -0.33127
H -3.04419 1.76779 2.56424
H -2.86955 0.37037 -0.09944
H -3.38887 -1.95051 0.14203
H -4.11246 -3.88969 1.50093
H -3.94062 -3.81109 3.98885
H -3.14934 -1.72355 5.09765
H -2.32301 0.17878 3.70951
*
```

***

Record 2
# C35H45AsN5O2PtS2

C35H45AsN5O2PtS2 as an isolated structure (ωB97M-V/def2-TZVPD, the Open Molecules 2025 dataset).

## Properties
Kohn-Sham gap   0.2553 hartree
Energy relative to the best compared isomer or geometry (same formula, charge and spin)   222.37 kJ/mol
Electronic energy   -4936.24282 Ha

The geometry in ORCA input format:
```
! wB97M-V def2-TZVPD RIJCOSX def2/J DEFGRID3
* xyz 1 1
Pt 0.66769 0.63497 -0.89901
C 1.58977 -3.73485 3.80245
C 0.17304 -3.72691 3.25346
N -0.15551 -2.48780 2.52682
C -0.80214 -1.43539 3.32920
C -2.31159 -1.57563 3.41357
C 0.16758 -2.40527 1.23352
S -0.54429 -0.87753 0.44939
N 0.89571 -3.32141 0.69828
C 1.39356 -3.30958 -0.58965
O 1.13172 -2.45503 -1.42717
C 2.27512 -4.45975 -0.91565
C 2.84799 -4.51500 -2.18596
C 3.66789 -5.57477 -2.53098
C 3.91786 -6.58564 -1.61099
C 3.35120 -6.53505 -0.34477
C 2.53328 -5.47328 0.00571
H 1.77024 -4.66456 4.34165
H 1.74549 -2.91339 4.50207
H 2.31621 -3.65844 2.99376
H -0.55182 -3.80648 4.06388
H 0.01849 -4.56354 2.57539
H -0.51652 -0.45731 2.94500
H -0.35815 -1.50512 4.32294
H -2.76771 -1.45587 2.43274
H -2.71694 -0.80810 4.07203
H -2.59806 -2.54934 3.81344
H 2.64584 -3.71739 -2.88842
H 4.11565 -5.61454 -3.51476
H 4.55934 -7.41402 -1.88144
H 3.55053 -7.32218 0.36992
H 2.09316 -5.42025 0.99168
C -1.20087 6.26676 -3.09027
C -0.28340 6.03071 -1.90085
N 0.59409 4.86966 -2.11549
C 1.88655 5.18840 -2.72974
C 2.89079 5.68923 -1.70364
C 0.16743 3.63393 -1.85804
S 1.26082 2.33395 -2.28243
N -1.07107 3.57166 -1.33498
C -1.75936 2.48054 -1.06198
O -1.37935 1.26842 -1.08098
C -3.18952 2.69745 -0.68642
C -3.85300 1.73359 0.06839
C -5.17703 1.91525 0.43328
C -5.85041 3.06284 0.03675
C -5.19123 4.03270 -0.70602
C -3.86232 3.85679 -1.05783
H -1.80974 7.15563 -2.92427
H -1.86179 5.41333 -3.23812
H -0.62861 6.41982 -4.00628
H -0.85257 5.87582 -0.98990
H 0.37187 6.88805 -1.74988
H 1.69490 5.94123 -3.49659
H 2.27605 4.31261 -3.23691
H 2.56506 6.61635 -1.23224
H 3.85029 5.87694 -2.18492
H 3.04108 4.93968 -0.92583
H -3.30107 0.86365 0.40057
H -5.68399 1.17204 1.03545
H -6.88541 3.20663 0.31725
H -5.71357 4.93105 -1.00667
H -3.33505 4.61124 -1.62390
C 2.73180 0.30592 -0.67487
C 2.70030 0.55941 0.77781
C 2.70970 -0.50396 1.68710
C 2.45744 -0.30774 3.02922
C 2.19727 0.97362 3.51210
C 2.28914 2.05854 2.64240
C 2.56277 1.85122 1.30422
C 1.83386 1.15004 4.88936
N 1.49535 1.26800 5.98208
H 2.97035 -0.71784 -0.93865
H 3.25247 1.05694 -1.25791
H 2.91238 -1.50367 1.32019
H 2.46102 -1.14297 3.71541
H 2.13788 3.06091 3.02075
H 2.63478 2.69926 0.63337
C -3.32829 -2.19085 -0.28741
As -1.64532 -1.89733 -1.17511
C -2.03621 -0.94440 -2.78426
C -1.25712 -3.69804 -1.73036
H -4.00793 -2.67206 -0.99039
H -3.75982 -1.25363 0.05468
H -3.15853 -2.85247 0.56080
H -2.65914 -1.63190 -3.35787
H -1.11131 -0.71595 -3.30883
H -2.55961 -0.02786 -2.54030
H -2.18081 -4.03962 -2.19845
H -1.02527 -4.32051 -0.86940
H -0.43130 -3.71058 -2.43130
*
```

***

Record 3
# C35H45Br2Cl2CoN6OP

C35H45Br2Cl2CoN6OP as an isolated structure (ωB97M-V/def2-TZVPD, the Open Molecules 2025 dataset).

## Properties
Kohn-Sham gap (alpha / beta)   0.1619 / 0.1596 hartree
Electronic energy   -9556.94294 Ha

The geometry in ORCA input format:
```
! wB97M-V def2-TZVPD RIJCOSX def2/J DEFGRID3
* xyz 0 2
Co -0.42582 0.08488 0.26770
Br -1.22388 5.92210 -4.15820
C -0.82215 4.71826 -2.74384
C -0.83923 3.35340 -2.97516
C -0.55698 2.48915 -1.93728
C -0.25494 2.96044 -0.65462
C -0.22516 4.34713 -0.45868
C -0.50819 5.21911 -1.49261
N 0.04201 2.01942 0.33880
C 0.46161 2.37616 1.50920
C 0.80797 1.39073 2.48132
C 1.31867 1.76036 3.73331
C 1.60170 0.79757 4.66981
C 1.35544 -0.53468 4.34465
C 0.85946 -0.82079 3.08818
N 0.59784 0.09272 2.15855
H -1.08075 2.97121 -3.95691
H -0.58320 1.42006 -2.09532
H 0.00942 4.76980 0.50861
H -0.48434 6.28706 -1.32558
H 0.55930 3.42058 1.78683
H 1.48179 2.81054 3.94177
H 1.99944 1.06287 5.64025
H 1.54321 -1.32842 5.05306
H 0.65329 -1.84971 2.82819
O -3.46507 -5.40103 2.40364
C -2.83066 -4.30564 1.94214
C -3.46187 -3.08297 1.74106
C -2.71734 -2.01992 1.26993
N -1.41312 -2.09254 0.99284
C -0.84481 -3.27142 1.16550
Br 0.99793 -3.43843 0.75269
C -1.47890 -4.40623 1.63413
H -4.39120 -5.20246 2.57297
H -4.51616 -2.95332 1.95302
H -3.18793 -1.06669 1.07886
H -0.95536 -5.34198 1.76278
C -2.09303 -4.59566 -4.35276
C -1.54901 -3.19731 -4.65378
N -0.60553 -2.69742 -3.66197
C 0.79415 -3.04141 -3.85967
C 1.25938 -4.26833 -3.07609
C -1.00730 -1.93856 -2.59126
C -2.46312 -1.59081 -2.51483
N -0.23009 -1.50754 -1.65613
H -2.90188 -4.83292 -5.04563
H -2.48499 -4.64505 -3.33646
H -1.31954 -5.35563 -4.46238
H -2.38004 -2.50404 -4.74370
H -1.04412 -3.21369 -5.62161
H 1.41149 -2.17858 -3.59546
H 0.94299 -3.21893 -4.92535
H 1.24155 -4.07734 -2.00567
H 2.28221 -4.52228 -3.36141
H 0.62018 -5.12540 -3.28250
H -3.08287 -2.48752 -2.44629
H -2.77495 -1.01146 -3.38240
H -2.60340 -0.97434 -1.63055
H 0.73011 -1.82576 -1.74832
Cl -2.29102 0.89854 3.00967
C -3.45848 1.37534 1.81075
C -4.67209 1.85475 2.25702
C -5.66126 2.22774 1.36210
C -5.39181 2.14604 0.00140
C -4.17905 1.68063 -0.45151
Cl -3.92425 1.66446 -2.16896
C -3.11863 1.20410 0.41294
N -2.03890 0.63252 -0.08052
H -4.84183 1.93476 3.32371
H -6.61748 2.58770 1.71562
H -6.13531 2.44935 -0.72471
C 3.59979 0.40482 -3.41774
C 2.33061 0.47521 -2.57072
P 2.47177 0.40368 -0.71151
C 3.76151 -0.92801 -0.54195
C 4.06761 -1.30407 0.90932
C 3.53751 1.93226 -0.54991
C 3.97521 2.35460 0.85213
H 3.33666 0.44471 -4.47628
H 4.14862 -0.52127 -3.24702
H 4.26708 1.24302 -3.21943
H 1.65764 -0.33224 -2.86061
H 1.79518 1.40463 -2.77994
H 4.67977 -0.62780 -1.05134
H 3.35807 -1.80703 -1.05661
H 4.58594 -0.50066 1.43016
H 4.70347 -2.19049 0.94696
H 3.15107 -1.51981 1.45862
H 2.95974 2.74129 -1.00815
H 4.42884 1.77269 -1.15962
H 3.12115 2.57877 1.48408
H 4.59656 3.24987 0.79133
H 4.56138 1.57888 1.34187
*
```

***

Record 4
# C35H45Br2Cl3FeN6OSi4Te

C35H45Br2Cl3FeN6OSi4Te as an isolated structure (ωB97M-V/def2-TZVPD, the Open Molecules 2025 dataset).

## Properties
Kohn-Sham gap (alpha / beta)   0.1884 / 0.1858 hartree
Energy relative to the best compared isomer or geometry (same formula, charge and spin)   178.53 kJ/mol
Electronic energy   -10982.82576 Ha

The geometry in ORCA input format:
```
! wB97M-V def2-TZVPD RIJCOSX def2/J DEFGRID3
* xyz 0 5
Fe 1.49136 1.79492 -1.08553
C 0.88719 4.11464 -4.52499
C 1.15535 3.55833 -3.16937
N 1.15250 2.31836 -2.86686
N 0.82246 1.36079 -3.81573
C 0.81849 0.17987 -3.20704
O 1.14997 -0.02036 -1.96894
C 0.40580 -0.98766 -4.04776
C -0.29967 -2.04884 -3.48693
C -0.75775 -3.09314 -4.28031
C -0.49563 -3.08835 -5.64438
C 0.22195 -2.03830 -6.20901
C 0.66296 -0.98794 -5.41646
C 1.47894 4.41827 -1.99445
C 1.50552 5.79242 -2.06187
C 1.82401 6.52246 -0.92648
C 2.11494 5.84876 0.23928
C 2.06745 4.46444 0.23645
N 1.74733 3.75438 -0.85031
H 0.60035 3.31106 -5.19146
H 1.78176 4.61132 -4.91836
H 0.07731 4.84899 -4.48786
H -0.50652 -2.04797 -2.42439
H -1.32573 -3.90719 -3.83454
H -0.85776 -3.89800 -6.26823
H 0.42573 -2.03408 -7.27436
H 1.20859 -0.15452 -5.84795
H 1.26752 6.28407 -3.00290
H 1.84752 7.60791 -0.95812
H 2.37355 6.37598 1.14983
H 2.30019 3.90280 1.13487
Br 3.80247 1.10797 5.09457
C 3.10340 1.23821 3.34772
C 1.71486 1.50472 3.19279
C 1.23572 1.56882 1.90673
N 1.99595 1.40152 0.79826
C 3.37131 1.19337 0.96337
C 3.91921 1.09009 2.27905
C 4.11884 1.15404 -0.23722
C 5.49053 0.78614 -0.32156
C 6.09284 0.76487 -1.53879
Br 7.90766 0.26777 -1.67442
C 5.38952 1.08888 -2.70621
C 4.06065 1.42629 -2.56284
N 3.41367 1.47704 -1.38665
H 1.06495 1.65657 4.04719
H 0.17555 1.77597 1.72561
H 4.98054 0.92077 2.41805
H 6.04037 0.50855 0.56873
H 5.86081 1.07035 -3.67986
H 3.47718 1.67891 -3.44412
C -1.38622 0.06694 4.66614
Si -1.01530 -1.65094 4.07725
C 0.80834 -1.98172 4.20473
C -1.97077 -2.88622 5.08496
Si -1.74745 -1.95388 1.86112
Te 0.04514 -1.08414 0.37186
Si -1.56578 -4.22508 1.29653
C -1.64801 -4.41471 -0.55004
C -2.92756 -5.20413 2.08752
C 0.08375 -4.82939 1.90897
Si -3.90992 -1.07733 1.54940
C -5.09797 -2.14979 2.49626
C -4.27871 -1.11588 -0.26133
C -3.94924 0.62756 2.26000
H -0.79006 0.28872 5.56329
H -2.44921 0.17785 4.92204
H -1.15140 0.81851 3.89813
H 1.20444 -1.61404 5.16169
H 1.35754 -1.47105 3.39896
H 1.02343 -3.06033 4.13108
H -1.81503 -2.70268 6.15972
H -1.64471 -3.91466 4.86024
H -3.05190 -2.81922 4.87933
H -2.51137 -3.87197 -0.97008
H -1.74172 -5.47497 -0.82256
H -0.73441 -4.01750 -1.02590
H -3.89689 -4.98668 1.61583
H -3.01599 -4.99341 3.16468
H -2.71861 -6.27721 1.96117
H 0.88665 -4.13020 1.62410
H 0.32197 -5.81470 1.48070
H 0.09145 -4.92087 3.00673
H -4.95940 -3.22188 2.29327
H -6.12648 -1.87751 2.21065
H -4.99283 -1.99057 3.58053
H -4.25789 -2.14382 -0.65849
H -3.55042 -0.50286 -0.81369
H -5.26902 -0.67945 -0.45265
H -4.02011 0.59729 3.35653
H -4.81571 1.16785 1.86114
H -3.06004 1.20724 1.97354
Cl -2.92074 2.62963 -3.38419
C -2.44560 3.18624 -1.81535
Cl -2.47698 4.91013 -1.56956
Cl -4.41188 2.45718 -0.52043
C -1.35703 2.51987 -1.23142
N -0.50201 1.95949 -0.67866
*
```

***

Record 5
# C35H45Br2Cl3FeN6OSi4Te

C35H45Br2Cl3FeN6OSi4Te as an isolated structure (ωB97M-V/def2-TZVPD, the Open Molecules 2025 dataset).

## Properties
Kohn-Sham gap (alpha / beta)   0.1831 / 0.2262 hartree
Energy relative to the best compared isomer or geometry (same formula, charge and spin)   185.64 kJ/mol
Electronic energy   -10982.82305 Ha

The geometry in ORCA input format:
```
! wB97M-V def2-TZVPD RIJCOSX def2/J DEFGRID3
* xyz 0 5
Fe -1.00531 -1.59958 -0.06568
C -2.06184 -1.48814 4.01807
C -1.93076 -1.26925 2.54700
N -1.07840 -1.95258 1.79218
N -0.35626 -3.02678 2.24278
C 0.30441 -3.52227 1.23475
O 0.25059 -3.02533 0.02041
C 1.12462 -4.73684 1.43183
C 1.31351 -5.61947 0.37410
C 2.06519 -6.77040 0.55690
C 2.64530 -7.03371 1.79003
C 2.46142 -6.14927 2.84599
C 1.69617 -5.00752 2.67255
C -2.71526 -0.37389 1.79306
C -3.81188 0.37387 2.29358
C -4.62105 1.05494 1.43494
C -4.36313 1.01097 0.03889
C -3.27696 0.30826 -0.39879
N -2.42328 -0.32623 0.43054
H -1.23375 -2.09892 4.36783
H -2.04933 -0.53770 4.55495
H -2.99646 -1.99982 4.26327
H 0.86814 -5.39310 -0.58590
H 2.20301 -7.46108 -0.26591
H 3.24345 -7.92559 1.92854
H 2.91745 -6.35037 3.80706
H 1.54670 -4.30631 3.48360
H -4.00561 0.36859 3.35853
H -5.46583 1.61603 1.81418
H -5.00348 1.51235 -0.67295
H -3.04276 0.22641 -1.45416
Br -1.09985 -1.12925 -6.69426
C -1.03925 -1.24036 -4.81212
C -0.01560 -0.54795 -4.12101
C -0.01390 -0.63575 -2.75483
N -0.91268 -1.33419 -2.04028
C -1.87576 -2.05540 -2.72202
C -1.95370 -1.98197 -4.13817
C -2.70153 -2.86312 -1.91719
C -3.76319 -3.67765 -2.38791
C -4.44939 -4.44225 -1.49661
Br -5.85797 -5.54601 -2.09631
C -4.12612 -4.43270 -0.12547
C -3.10122 -3.61254 0.27226
N -2.40512 -2.84799 -0.57779
H 0.73712 0.02095 -4.64449
H 0.75723 -0.12355 -2.19048
H -2.71946 -2.52578 -4.67208
H -4.01925 -3.69333 -3.43687
H -4.65276 -5.04576 0.58891
H -2.80444 -3.56216 1.31184
C 4.06076 2.43943 1.71456
Si 2.40840 3.31251 1.79458
C 1.48813 2.86778 3.36056
C 2.66139 5.17492 1.79790
Si 1.16144 2.67302 -0.11062
Te 0.72457 0.17472 0.64354
Si -0.94029 3.72697 -0.21867
C -1.91091 3.13039 -1.70528
C -0.63238 5.56640 -0.43153
C -1.87816 3.39090 1.36199
Si 2.37819 2.93919 -2.14602
C 3.16879 4.62955 -1.92628
C 1.19802 3.03935 -3.59623
C 3.72942 1.70227 -2.49900
H 4.65570 2.70106 2.59530
H 4.62456 2.73967 0.82632
H 3.94708 1.35258 1.70100
H 2.13000 3.11246 4.21332
H 1.24001 1.80520 3.43070
H 0.57096 3.45351 3.45646
H 3.38651 5.41909 2.58199
H 1.73418 5.69961 2.03990
H 3.04424 5.57028 0.85818
H -1.40560 3.37229 -2.64000
H -2.89043 3.61984 -1.71400
H -2.07878 2.05244 -1.68073
H -0.20134 5.77962 -1.41430
H 0.03223 5.98318 0.32731
H -1.58844 6.09613 -0.36906
H -1.96234 2.32240 1.56860
H -2.89518 3.78686 1.27754
H -1.39989 3.86478 2.22251
H 2.45251 5.39463 -1.61443
H 3.59602 4.94498 -2.88407
H 3.97974 4.59864 -1.19502
H 0.62916 3.97226 -3.56587
H 0.48596 2.21329 -3.62566
H 1.76635 3.03091 -4.53151
H 4.38744 1.56038 -1.64007
H 4.32578 2.08486 -3.33436
H 3.33255 0.72597 -2.77617
Cl 1.90734 -0.62439 2.79298
C 4.13551 -2.02040 0.55887
Cl 5.34576 -1.50088 1.66221
Cl 4.11980 -3.65966 0.06355
C 3.27250 -1.14864 0.08736
N 2.52102 -0.29085 -0.31569
*
```

***

no.,M (g/mol)
1,551.739
2,901.912
3,886.407
4,1127.742
5,1127.742